*A*
ORCA calculation (the ωB97M-V functional and the def2-TZVPD basis) on an isolated ion of composition C6H11N2 and charge +1.

Last column: natural (NBO) charge in e.
Geometry (Å):
N: -0.365 -1.249 1.532  -0.68
C: 0.196 -1.147 0.088  -0.04
C: 1.407 -0.100 0.061  -0.45
C: 0.883 1.066 -0.735  -0.06
C: -0.400 1.701 -0.004  -0.43
C: -1.193 0.800 -0.961  -0.08
C: -0.698 -0.618 -0.970  -0.18
N: 0.003 0.400 -1.766  -0.32
H: 0.117 -1.827 2.149  0.44
H: -1.296 -1.571 1.386  0.44
H: -0.436 -0.232 1.933  0.45
H: 0.597 -2.108 0.054  0.23
H: 2.220 -0.537 -0.463  0.25
H: 1.960 0.218 0.866  0.24
H: 1.766 1.590 -1.091  0.25
H: -0.656 1.475 1.119  0.17
H: -0.748 2.777 -0.232  0.27
H: -2.123 0.845 -1.469  0.24
H: -1.233 -1.482 -1.496  0.26

- highest occupied orbital energy (eV) = -13.37
- total charge = +1
- SMILES string = [NH3+][C@@H]1C[C@@H]2C[C@@H]3[C@H]1N23

=====

*B*
ORCA calculation (the ωB97M-V functional and the def2-TZVPD basis) on C6H11N2 as an isolated structure.

Last column: natural (NBO) charge in e.
Geometry (Å):
C: 1.191 -0.791 0.218  0.61
C: 0.811 1.467 0.393  -0.21
C: -0.214 -0.871 -0.147  -0.33
C: -0.048 0.541 -0.680  0.18
C: -1.289 -1.275 0.889  -0.60
C: -0.545 1.246 -1.920  -0.64
N: 1.465 0.379 -0.407  -0.40
N: 1.961 -1.661 0.868  -0.68
H: 1.269 2.374 0.133  0.25
H: 0.475 1.321 1.366  0.21
H: -0.368 -1.533 -1.086  0.29
H: -1.365 -0.643 1.708  0.23
H: -1.190 -2.278 1.130  0.22
H: -2.167 -1.234 0.342  0.24
H: -0.196 2.364 -1.904  0.25
H: -1.599 1.176 -1.738  0.24
H: -0.228 0.748 -2.828  0.24
H: 1.555 -2.429 1.359  0.44
H: 3.023 -1.421 1.090  0.46

- highest occupied orbital energy (eV) = -14.09
- total charge = +1

=====

Least stable: *A*

=====

*A*
ORCA calculation (the ωB97M-V functional and the def2-TZVPD basis) on an isolated ion of composition C6H11N2 and charge +1.

Last column: natural (NBO) charge in e.
Geometry (Å):
C: -0.583 0.430 2.572  -0.41
N: -1.076 0.607 1.165  -0.52
C: -0.093 0.305 0.064  0.14
C: 0.596 1.201 -0.595  -0.22
C: 1.407 0.778 -1.793  0.09
N: 1.280 -0.291 -2.455  -0.32
C: 0.590 -1.452 -1.971  -0.19
C: -0.197 -1.115 -0.522  -0.50
H: -0.278 -0.667 2.809  0.25
H: 0.210 1.013 2.751  0.23
H: -1.221 0.882 3.224  0.23
H: -1.537 1.494 1.119  0.44
H: -1.866 0.082 0.821  0.44
H: 0.562 2.319 -0.287  0.24
H: 1.995 1.631 -2.035  0.20
H: 1.302 -2.293 -1.648  0.24
H: -0.107 -1.719 -2.626  0.21
H: -1.154 -1.451 -0.747  0.22
H: 0.168 -1.755 0.155  0.22

- highest occupied orbital energy (eV) = -12.98
- total charge = +1
- SMILES string = C[NH2+]C1=CC=NCC1

=====

*B*
ORCA calculation (the ωB97M-V functional and the def2-TZVPD basis) on a 2-piece molecular cluster, C6H11N2 overall.

Last column: natural (NBO) charge in e.
Geometry (Å):
C: 2.821 -0.474 -0.938  -0.29
C: 3.334 -0.429 0.110  -0.19
C: -1.210 3.137 0.029  -0.12
C: -0.673 -0.513 -1.067  -0.66
C: -0.220 -1.256 1.432  -0.62
C: 0.062 -0.243 0.280  -0.17
N: -0.782 2.019 0.278  0.09
N: -0.213 1.084 0.731  0.10
H: 2.271 -0.505 -1.929  0.27
H: 3.857 -0.295 1.100  0.27
H: -2.265 3.457 0.065  0.28
H: -0.585 3.709 -0.699  0.26
H: -0.122 -1.282 -1.513  0.24
H: -1.638 -1.020 -0.895  0.25
H: -0.429 0.342 -1.767  0.23
H: -0.360 -2.288 1.325  0.26
H: -1.232 -0.928 1.749  0.21
H: 0.383 -1.195 2.321  0.24
H: 1.214 -0.350 0.084  0.34

- highest occupied orbital energy (eV) = -14.08
- total charge = +1

=====

*C*
ORCA calculation (the ωB97M-V functional and the def2-TZVPD basis) on an isolated ion of composition C6H11N2 and charge +1.

Last column: natural (NBO) charge in e.
Geometry (Å):
C: 0.283 2.235 -1.484  -0.64
C: 0.792 1.517 -0.209  -0.39
C: -0.463 0.961 0.595  -0.47
C: -0.315 -0.515 0.590  0.20
C: 0.721 -1.296 1.142  -0.09
N: 0.393 -2.650 0.923  -0.45
C: -0.757 -2.702 0.244  0.25
N: -1.185 -1.418 -0.056  -0.49
H: 0.905 3.176 -1.603  0.24
H: 0.361 1.524 -2.273  0.21
H: -0.728 2.521 -1.672  0.22
H: 1.479 2.188 0.438  0.23
H: 1.462 0.721 -0.549  0.21
H: -1.324 1.235 -0.134  0.23
H: -0.650 1.387 1.594  0.27
H: 1.578 -0.850 1.677  0.27
H: 0.963 -3.400 1.226  0.46
H: -1.454 -3.550 0.099  0.26
H: -2.062 -1.085 -0.548  0.47

- highest occupied orbital energy (eV) = -13.61
- total charge = +1
- SMILES string = CCCc1c[nH]c[nH+]1

=====

Least stable: *B*

=====

*A*
ORCA calculation (the ωB97M-V functional and the def2-TZVPD basis) on C31H25ClHgIN8O as an isolated structure.

Last column: natural (NBO) charge in e.
Geometry (Å):
Hg: -0.831 -0.311 -0.590  1.12
C: -0.341 -5.056 1.046  -0.05
C: -0.591 -3.827 0.460  0.01
N: -0.177 -2.700 1.019  -0.38
C: 0.466 -2.775 2.178  0.12
C: 0.701 -4.025 2.764  0.00
N: 0.310 -5.160 2.204  -0.41
C: 0.887 -1.480 2.780  0.23
C: 1.546 -1.434 3.985  -0.29
C: 1.974 -0.194 4.542  -0.02
C: 1.681 0.932 3.721  -0.26
C: 0.990 0.780 2.543  0.13
N: 0.571 -0.396 2.044  -0.53
C: 0.710 1.954 1.681  0.17
C: 0.779 3.269 2.159  -0.01
N: 0.676 4.326 1.369  -0.39
C: 0.476 4.074 0.076  -0.04
C: 0.301 2.786 -0.395  0.02
N: 0.401 1.727 0.404  -0.43
C: 2.631 -0.089 5.803  -0.07
C: 3.022 1.153 6.378  -0.30
C: 3.629 1.196 7.611  0.01
N: 3.913 0.131 8.379  -0.53
C: 3.551 -1.046 7.840  0.01
C: 2.940 -1.212 6.620  -0.30
H: -0.679 -5.977 0.584  0.18
H: -1.153 -3.698 -0.455  0.24
H: 1.218 -4.118 3.712  0.18
H: 1.748 -2.354 4.514  0.19
H: 2.047 1.910 3.995  0.20
H: 0.899 3.464 3.217  0.19
H: 0.435 4.921 -0.598  0.19
H: 0.065 2.589 -1.429  0.25
H: 2.842 2.087 5.864  0.20
H: 3.909 2.162 8.026  0.17
H: 3.770 -1.925 8.443  0.17
H: 2.700 -2.218 6.302  0.20
Cl: -0.952 4.005 -7.366  -0.08
C: -0.398 3.116 -5.953  -0.11
C: 0.923 2.766 -5.856  -0.22
C: 1.399 2.056 -4.758  -0.31
I: 3.426 1.565 -4.662  0.07
C: 0.583 1.614 -3.678  0.37
O: 0.980 0.943 -2.707  -0.70
C: -0.827 2.054 -3.802  0.13
N: -1.632 1.727 -2.770  -0.42
C: -2.898 2.058 -2.799  0.02
C: -3.474 2.753 -3.877  -0.25
C: -2.680 3.114 -4.929  -0.18
C: -1.308 2.776 -4.925  -0.11
H: 1.604 3.045 -6.650  0.22
H: -3.496 1.736 -1.951  0.20
H: -4.532 2.985 -3.872  0.20
H: -3.085 3.660 -5.771  0.21
C: -2.925 -1.140 -3.655  -0.63
C: -2.234 -2.040 -2.599  0.07
C: -3.022 -3.372 -2.595  -0.60
C: -0.813 -2.324 -3.128  -0.64
N: -2.329 -1.558 -1.232  -1.11
H: -3.125 -1.683 -4.588  0.17
H: -2.297 -0.282 -3.899  0.20
H: -3.871 -0.776 -3.247  0.20
H: -3.030 -3.835 -3.589  0.18
H: -4.052 -3.183 -2.286  0.20
H: -2.586 -4.074 -1.883  0.19
H: -0.830 -2.686 -4.165  0.18
H: -0.313 -3.076 -2.513  0.19
H: -0.215 -1.410 -3.092  0.23

- highest occupied orbital energy (alpha / beta) (eV) = -0.48 / -1.27
- total charge = -2
- spin multiplicity = 2

=====

*B*
ORCA calculation (the ωB97M-V functional and the def2-TZVPD basis) on C31H25ClHgIN8O as an isolated structure.

Last column: natural (NBO) charge in e.
Geometry (Å):
Hg: 1.760 1.079 -0.254  0.01
C: -0.457 -0.723 4.809  -0.06
C: -0.611 -0.392 3.469  0.33
N: -0.038 -1.113 2.517  -0.40
C: 0.694 -2.172 2.857  0.16
C: 0.859 -2.472 4.213  -0.03
N: 0.283 -1.764 5.177  -0.40
C: 1.256 -2.991 1.745  0.21
C: 1.777 -4.240 1.993  -0.28
C: 2.230 -5.060 0.924  -0.01
C: 2.120 -4.460 -0.364  -0.28
C: 1.623 -3.179 -0.506  0.14
N: 1.175 -2.440 0.519  -0.49
C: 1.511 -2.556 -1.863  0.15
C: 2.134 -3.113 -2.985  -0.01
N: 2.009 -2.617 -4.212  -0.41
C: 1.266 -1.518 -4.332  -0.03
C: 0.673 -0.933 -3.228  0.01
N: 0.787 -1.441 -2.005  -0.37
C: 2.733 -6.380 1.125  -0.09
C: 3.346 -7.146 0.091  -0.29
C: 3.827 -8.409 0.345  0.01
N: 3.773 -9.042 1.535  -0.54
C: 3.189 -8.324 2.516  0.01
C: 2.676 -7.057 2.378  -0.30
H: -0.924 -0.140 5.595  0.18
H: -0.953 1.029 2.176  0.39
H: 1.490 -3.291 4.537  0.19
H: 1.835 -4.597 3.013  0.19
H: 2.392 -5.027 -1.242  0.19
H: 2.767 -3.987 -2.894  0.18
H: 1.168 -1.091 -5.323  0.19
H: 0.114 -0.005 -3.319  0.22
H: 3.462 -6.743 -0.906  0.20
H: 4.301 -8.972 -0.456  0.16
H: 3.132 -8.822 3.482  0.16
H: 2.212 -6.594 3.239  0.19
Cl: -3.761 5.793 -3.907  -0.09
C: -2.312 4.843 -3.588  -0.12
C: -1.730 4.154 -4.626  -0.23
C: -0.579 3.411 -4.412  -0.31
I: 0.301 2.385 -6.022  0.05
C: 0.107 3.294 -3.157  0.37
O: 1.171 2.674 -2.996  -0.68
C: -0.591 4.007 -2.054  0.14
N: -0.061 3.882 -0.818  -0.39
C: -0.604 4.518 0.190  0.00
C: -1.728 5.350 0.054  -0.27
C: -2.308 5.477 -1.178  -0.19
C: -1.764 4.791 -2.287  -0.12
H: -2.182 4.199 -5.608  0.22
H: -0.148 4.363 1.166  0.18
H: -2.126 5.874 0.915  0.20
H: -3.188 6.090 -1.320  0.21
C: -3.288 -0.881 2.899  -0.64
C: -2.836 0.584 2.883  0.13
C: -3.205 1.192 1.533  -0.62
C: -3.541 1.345 4.008  -0.61
N: -1.357 0.743 3.059  -0.65
H: -4.359 -0.932 2.690  0.20
H: -3.106 -1.345 3.871  0.21
H: -2.756 -1.455 2.139  0.23
H: -4.284 1.136 1.371  0.20
H: -2.701 0.652 0.727  0.23
H: -2.902 2.241 1.483  0.22
H: -4.629 1.272 3.905  0.19
H: -3.250 2.398 3.983  0.21
H: -3.254 0.931 4.979  0.20

- highest occupied orbital energy (alpha / beta) (eV) = -0.14 / -2.27
- total charge = -2
- spin multiplicity = 2

=====

Least stable: *A*

=====

*A*
ORCA calculation (the ωB97M-V functional and the def2-TZVPD basis) on a 2-piece molecular cluster, C4H12NO2 overall.

Last column: natural (NBO) charge in e.
Geometry (Å):
C: 1.876 0.451 -0.097  -0.64
C: 1.415 -1.027 0.107  -0.23
N: 0.258 -1.316 0.982  -0.61
C: -1.098 -1.060 0.445  -0.22
C: -1.739 0.463 0.666  -0.14
O: -0.894 1.278 1.269  -0.32
H: 2.507 0.614 -0.962  0.21
H: 0.959 1.043 -0.114  0.20
H: 2.342 0.807 0.824  0.21
H: 2.259 -1.502 0.616  0.19
H: 1.335 -1.431 -0.899  0.19
H: 0.325 -0.662 1.757  0.36
H: -1.180 -1.376 -0.592  0.20
H: -1.709 -1.736 1.043  0.20
H: -2.558 0.247 1.374  0.22
H: -2.069 0.780 -0.332  0.15
H: -0.350 0.705 -1.770  0.47
H: 0.737 1.313 -2.750  0.48
O: -0.167 0.984 -2.665  -0.94

- highest occupied orbital energy (alpha / beta) (eV) = -9.18 / -9.16
- spin multiplicity = 2

=====

*B*
ORCA calculation (the ωB97M-V functional and the def2-TZVPD basis) on a 3-piece molecular cluster, C4H12NO2 overall.

Last column: natural (NBO) charge in e.
Geometry (Å):
C: -1.700 -0.746 -0.753  -0.65
C: -0.235 -0.467 -0.889  0.18
C: 0.373 -0.132 -2.026  -0.48
C: -0.057 0.042 1.538  -0.28
N: 0.458 -0.368 0.327  -0.58
H: -1.911 -1.471 0.023  0.22
H: -2.104 -1.113 -1.695  0.22
H: -2.223 0.184 -0.530  0.20
H: 1.337 0.333 -2.116  0.21
H: -0.208 -0.240 -2.930  0.19
H: 0.420 -0.373 2.403  0.18
H: -1.045 0.458 1.521  0.17
H: 1.442 -0.601 0.354  0.41
H: -1.661 3.973 -0.308  0.46
H: -1.912 2.504 -0.282  0.46
O: -1.192 3.140 -0.152  -0.92
H: 3.798 -1.021 1.778  0.48
H: 3.294 -2.417 2.167  0.48
O: 3.125 -1.684 1.569  -0.95

- highest occupied orbital energy (alpha / beta) (eV) = -5.88 / -8.39
- spin multiplicity = 2

=====

Least stable: *A*

=====

*A*
ORCA calculation (the ωB97M-V functional and the def2-TZVPD basis) on a 2-piece molecular cluster, C3H7BO3 overall.

Last column: natural (NBO) charge in e.
Geometry (Å):
O: -2.006 -2.544 0.208  -0.48
C: -1.653 -1.590 -0.460  0.13
B: -2.047 -0.097 -0.261  1.02
O: -1.693 0.645 0.900  -0.87
O: -3.118 0.390 -1.002  -0.86
H: -1.180 -1.789 -1.396  0.11
H: -1.980 1.559 0.823  0.47
H: -3.216 1.313 -0.724  0.48
C: 1.326 -0.275 0.945  -0.34
C: 1.190 0.444 -0.125  -0.41
H: 1.025 -1.300 0.968  0.19
H: 1.569 0.114 1.876  0.19
H: 1.067 0.131 -1.133  0.19
H: 1.562 1.474 -0.029  0.19

- highest occupied orbital energy (eV) = -9.71
- SMILES string = O=CB(O)O.C=C

=====

*B*
ORCA calculation (the ωB97M-V functional and the def2-TZVPD basis) on a 2-piece molecular cluster, C3H7BO3 overall.

Last column: natural (NBO) charge in e.
Geometry (Å):
B: -2.143 0.125 -1.221  1.09
C: 0.489 1.019 1.635  -0.69
C: 0.361 0.463 0.466  0.31
C: 2.273 -0.996 0.484  -0.25
O: -3.348 0.045 -0.731  -0.94
O: -1.638 0.106 -2.451  -0.94
O: 1.137 -0.394 -0.200  -0.55
H: 1.497 1.043 2.135  0.19
H: -0.225 1.745 2.043  0.23
H: 3.144 -0.972 -0.065  0.19
H: 2.122 -1.996 0.641  0.18
H: 2.359 -0.558 1.523  0.18
H: -4.070 -0.387 -1.238  0.51
H: -1.958 0.758 -3.022  0.50

- highest occupied orbital energy (alpha / beta) (eV) = -7.97 / -7.08

=====

Least stable: *B*